Below is a 12-piece molecular cluster, C16H56N4O12 overall in a non-equilibrium geometry, with properties calculated with the ωB97M-V functional and the def2-TZVPD basis.

E = -48024.7856 eV
2S+1 = 1
Energy above the lowest of the compared OMol25 structures with the same formula, charge and spin = 370.43 kJ/mol

XYZ file:
```
88
Properties=species:S:1:pos:R:3:forces:R:3:mulliken_charge:R:1
N -0.598 -2.619 3.301 4.6 -4.9 0.8 -0.13
C -1.470 -1.832 2.838 0.9 8.7 -0.9 0.20
N -2.713 -2.214 2.839 -3.6 -0.4 -1.9 -0.44
O -1.132 -0.493 2.586 -1.4 -5.3 0.6 -0.64
H 0.419 -2.340 3.434 -1.4 -0.1 -0.5 0.24
H -0.737 -3.646 3.095 0.2 1.7 0.8 0.26
H -3.307 -1.639 2.189 0.3 -0.4 1.1 0.32
H -2.946 -3.210 2.753 0.4 0.6 0.4 0.27
N -4.408 -0.420 -3.526 -2.7 2.7 1.0 -0.40
C -3.158 -0.355 -3.161 5.2 5.5 2.4 0.14
N -2.370 -1.281 -3.643 -1.7 -2.7 -1.2 -0.23
O -2.504 0.696 -2.510 -4.2 -4.4 -2.7 -0.41
H -5.028 0.311 -3.201 0.3 -0.1 0.0 0.30
H -4.884 -1.208 -3.837 -0.3 -1.6 -0.7 0.16
H -1.442 -1.222 -3.347 1.9 -0.4 0.7 0.25
H -2.794 -2.196 -3.904 0.9 1.2 0.2 0.26
C 1.459 -0.106 4.778 1.9 1.8 0.6 -1.45
C 2.297 -0.536 3.574 -1.3 1.4 -0.1 0.29
O 2.015 -1.914 3.443 0.0 -0.4 -0.5 -0.69
H 1.651 0.969 5.064 0.5 -1.0 -0.2 0.36
H 1.738 -0.757 5.615 -0.3 0.2 0.0 0.33
H 0.420 -0.025 4.645 -1.5 -0.8 -0.7 0.36
H 3.332 -0.478 3.819 1.0 0.5 0.2 0.54
H 2.101 0.135 2.655 0.1 -1.4 1.1 -0.25
H 2.651 -2.346 2.868 0.0 0.2 -0.4 0.21
C 2.292 3.570 1.495 -0.8 2.2 -0.5 -0.46
C 2.722 3.968 0.048 0.6 3.2 2.8 -0.54
O 2.147 3.359 -1.026 -1.5 -1.5 -2.6 -0.41
H 2.505 2.575 1.592 0.6 -2.7 0.9 -0.19
H 1.213 3.708 1.625 0.0 -0.2 -0.2 0.20
H 2.714 4.191 2.368 0.0 -0.8 -1.8 0.37
H 3.772 3.820 -0.100 1.0 0.5 0.6 0.54
H 2.405 5.033 0.025 0.9 -0.1 -0.2 0.37
H 2.531 3.764 -1.848 -0.6 -0.7 1.3 0.22
C -2.882 -2.531 -0.271 0.0 0.2 0.3 -1.09
C -3.501 -1.078 -0.153 -1.1 -0.4 -3.2 0.66
O -4.228 -0.935 0.993 -2.3 0.9 3.1 -0.70
H -3.332 -3.211 0.484 0.1 0.6 -0.5 0.48
H -1.786 -2.570 -0.096 -0.6 0.4 0.0 0.04
H -3.041 -3.034 -1.241 -0.1 0.6 0.2 0.30
H -4.257 -0.829 -0.964 1.0 -1.0 0.2 0.19
H -2.834 -0.265 -0.277 1.4 0.4 0.1 -0.16
H -4.778 -0.098 1.088 1.5 -1.5 -0.6 0.33
C 2.089 -4.427 1.428 -0.5 -0.3 -1.1 -1.46
C 1.584 -3.437 0.364 0.2 0.5 0.2 0.57
O 2.462 -2.343 0.156 0.4 0.4 0.0 -0.53
H 1.268 -5.169 1.374 0.9 -0.4 0.1 0.39
H 2.074 -4.106 2.467 0.1 0.4 -0.1 0.32
H 3.093 -4.826 1.155 -0.9 0.0 0.3 0.30
H 0.582 -3.119 0.640 -0.2 0.4 0.3 -0.39
H 1.434 -3.964 -0.583 0.3 -0.2 0.0 0.35
H 2.011 -1.477 -0.034 -0.2 -1.4 0.8 0.11
C 0.282 0.605 -0.353 -3.0 -0.2 -0.4 -1.44
O 0.547 -0.514 0.411 0.7 -1.6 0.1 2.17
H 0.192 1.347 0.372 -0.6 2.1 0.7 0.63
H -0.694 0.476 -0.939 1.3 0.5 0.5 -0.09
H 1.077 0.882 -0.957 1.6 0.2 -1.5 0.41
H 0.094 -0.359 1.264 -0.4 -0.8 0.5 -0.71
C 4.130 0.680 -0.134 -2.0 0.3 3.6 -0.10
O 4.975 -0.295 -0.511 2.6 -2.4 0.2 -0.58
H 4.606 1.420 0.564 -0.4 -0.4 -0.4 0.29
H 3.284 0.141 0.405 0.4 1.2 -0.1 -0.10
H 3.676 1.207 -0.915 -0.3 0.7 -1.6 0.09
H 5.208 -0.801 0.318 -0.3 0.7 -1.7 0.35
C -1.389 3.651 -1.570 1.1 -2.8 0.4 -0.74
O -0.526 3.954 -0.472 0.9 0.0 -0.8 -0.63
H -1.322 4.215 -2.432 0.7 2.2 -1.5 0.51
H -2.426 3.563 -1.382 -1.0 0.4 1.3 0.37
H -1.187 2.645 -1.959 0.2 -0.1 0.3 -0.02
H 0.415 3.638 -0.687 -1.8 0.5 0.1 0.24
C -0.272 1.505 -4.602 -1.1 2.0 0.3 -0.47
O 0.942 2.182 -4.753 1.5 -2.7 -2.0 -0.57
H -0.592 1.473 -3.585 -0.3 -0.1 0.7 -0.02
H -0.379 0.537 -4.993 1.2 -1.6 -0.6 0.37
H -1.006 2.028 -5.196 -0.8 0.5 0.0 0.40
H 1.016 2.950 -4.255 -0.4 1.8 1.5 0.30
C -2.529 2.373 1.618 -0.5 -0.2 1.0 -0.14
O -1.883 3.572 1.851 0.2 2.1 0.1 -0.65
H -3.206 2.374 0.784 -0.8 0.3 -0.6 0.25
H -3.085 2.029 2.535 0.8 0.3 -0.8 0.31
H -1.749 1.732 1.357 0.7 -2.1 -0.1 -0.12
H -1.333 3.824 1.066 -0.6 -0.5 0.6 0.49
C 1.341 -1.893 -2.917 -0.8 -2.0 0.0 -0.51
O 0.027 -1.673 -2.435 -0.3 0.0 1.0 -0.53
H 1.499 -3.028 -3.016 0.1 1.6 0.1 0.19
H 2.028 -1.472 -2.219 0.9 0.2 0.1 0.14
H 1.348 -1.417 -3.876 0.6 0.2 -0.6 0.34
H 0.075 -1.421 -1.496 -0.2 -0.2 -0.3 -0.08
```
Positions in Å, forces in eV/Å.

Below is C17H41N2OP2Ru as an isolated structure in a non-equilibrium geometry, with properties calculated with the ωB97M-V functional and the def2-TZVPD basis.

E = -44448.5907 eV
2S+1 = 5
Net charge = +3

XYZ file:
```
64
Properties=species:S:1:pos:R:3:forces:R:3:mulliken_charge:R:1
Ru 0.152 0.220 -0.070 -4.0 -1.7 2.2 -0.56
P -1.069 -0.164 -1.995 -2.8 -0.9 -3.1 1.71
P 0.994 -0.387 2.009 0.7 -1.1 3.9 1.74
N -0.930 -2.001 0.364 0.9 1.1 -0.4 0.01
C -2.171 -1.673 -1.780 1.1 0.4 -0.1 -0.72
H -3.190 -1.490 -2.093 -0.1 0.2 -0.4 0.36
H -1.756 -2.474 -2.380 0.1 0.0 -0.3 0.44
C -2.214 -2.101 -0.358 -0.9 -1.1 1.5 -1.18
H -3.054 -1.555 0.170 1.3 -0.2 -0.1 0.44
H -2.571 -3.164 -0.283 0.4 0.7 -0.3 0.48
C -1.090 -2.220 1.814 -1.8 -1.1 -0.1 -1.18
H -1.406 -3.290 1.970 0.5 0.7 -0.1 0.47
H -1.985 -1.672 2.241 0.8 -0.1 -1.0 0.44
C 0.107 -1.915 2.641 0.8 0.4 -0.8 -0.70
H 0.799 -2.747 2.584 0.3 0.0 0.1 0.44
H -0.225 -1.807 3.665 0.3 0.2 0.3 0.37
C 0.738 0.909 3.399 -0.7 0.6 -0.9 0.29
C 1.234 2.316 2.985 -0.1 0.0 0.1 -1.32
H 0.715 3.048 3.626 0.2 -0.2 -0.3 0.48
H 0.992 2.538 1.924 0.2 0.1 0.6 0.23
H 2.318 2.446 3.157 -0.6 -0.1 -0.2 0.28
C 2.795 -0.799 1.991 0.5 -0.1 -1.3 0.38
C 3.716 0.412 1.810 0.1 0.2 0.0 -1.44
H 4.718 0.035 1.571 -0.2 0.1 0.0 0.49
H 3.819 1.006 2.726 -0.1 -0.2 -0.2 0.30
H 3.413 1.071 0.987 0.1 -0.1 0.2 0.23
C -0.017 -0.503 -3.477 1.3 -0.3 0.3 0.40
C 0.723 0.725 -4.017 0.1 0.2 0.0 -1.44
H 1.487 0.372 -4.720 -0.1 0.0 0.2 0.49
H 1.239 1.299 -3.238 -0.1 -0.1 -0.2 0.22
H 0.068 1.398 -4.583 0.1 -0.2 0.2 0.30
C -2.288 1.233 -2.490 0.3 0.5 1.2 0.30
C -1.598 2.618 -2.530 -0.2 0.0 0.0 -1.32
H -2.387 3.380 -2.418 0.4 -0.2 0.0 0.48
H -1.099 2.809 -3.497 -0.2 -0.1 0.6 0.28
H -0.871 2.735 -1.699 -0.4 0.1 -0.5 0.22
C 1.250 1.560 -0.553 7.4 8.7 -3.4 -0.01
C 3.260 -1.691 3.144 -0.3 -0.3 0.5 -1.26
H 3.272 -1.173 4.110 0.0 -0.1 -0.4 0.25
H 2.663 -2.601 3.248 0.2 0.1 0.0 0.33
H 4.286 -2.007 2.919 -0.2 0.1 -0.1 0.45
C -0.715 -1.275 -4.599 -0.6 -0.2 -0.1 -1.25
H 0.053 -1.563 -5.328 -0.1 0.1 0.2 0.45
H -1.188 -2.197 -4.254 0.1 0.1 -0.2 0.32
H -1.468 -0.676 -5.126 0.3 -0.2 0.2 0.25
C -3.101 0.948 -3.768 0.2 -0.5 -0.2 -1.45
H -3.940 1.667 -3.796 0.3 -0.3 0.1 0.43
H -2.500 1.107 -4.684 -0.3 -0.1 0.6 0.33
H -3.520 -0.074 -3.782 0.1 0.5 -0.1 0.38
C 1.285 0.482 4.775 0.2 -0.5 -0.1 -1.46
H 2.385 0.589 4.833 -0.6 0.0 -0.1 0.33
H 0.849 1.158 5.532 0.1 -0.2 -0.4 0.43
H 1.007 -0.555 5.035 0.2 0.5 0.0 0.38
H -0.374 0.933 3.424 0.5 0.0 0.3 0.34
H -2.958 1.210 -1.602 0.1 0.0 -0.6 0.35
H 2.827 -1.386 1.056 0.3 -0.1 0.3 0.30
H 0.728 -1.162 -2.999 0.0 0.0 -0.5 0.29
O 2.034 2.364 -0.911 -3.2 -3.6 1.4 -0.24
H 0.070 -2.028 -0.166 -3.1 -1.3 1.6 0.34
H 1.084 -0.993 -0.686 0.2 -0.3 -0.2 0.09
N -1.656 1.540 0.941 -1.0 -2.7 -0.1 -0.53
H -1.365 2.473 0.838 0.3 1.6 0.0 0.28
H -1.804 1.330 1.937 -0.1 0.3 -0.5 0.24
H -2.569 1.413 0.457 0.8 0.3 0.6 0.24
```
Positions in Å, forces in eV/Å.

Below is a 4-piece molecular cluster, C15H34INO7S overall, with properties calculated with the ωB97M-V functional and the def2-TZVPD basis.

E = -50862.9881 eV
2S+1 = 1

XYZ file:
```
59
Properties=species:S:1:pos:R:3:forces:R:3:mulliken_charge:R:1
N 5.301 0.497 -0.903 -0.3 -0.1 -0.4 -0.58
C 4.789 1.694 -1.417 0.1 0.2 0.0 -0.03
I 4.206 3.090 0.241 0.2 -0.1 0.2 0.06
O 3.630 1.607 -2.214 -0.2 0.2 0.5 -0.31
C 3.568 2.810 -2.880 0.3 0.4 -0.1 0.51
O 2.655 3.204 -3.509 -0.1 -0.1 0.2 -0.48
O 4.764 3.503 -2.718 0.0 -0.5 -0.4 -0.32
C 5.682 2.455 -2.411 0.1 -0.1 -0.4 0.66
O 6.901 2.894 -1.979 -0.5 0.6 0.5 -0.50
S 5.858 1.496 -4.015 0.3 -0.6 0.3 -0.24
H 4.627 0.030 -0.307 0.0 -0.1 -0.1 0.33
H 6.097 0.729 -0.318 0.0 -0.1 -0.1 0.33
H 7.479 2.126 -1.876 0.0 0.1 -0.2 0.39
H 5.946 2.598 -4.767 0.1 0.2 0.1 0.19
C -0.584 1.553 0.581 0.1 0.0 -0.1 -0.60
C -0.834 2.825 1.373 -0.1 -0.1 0.0 -0.54
O -0.211 3.971 0.824 0.1 0.1 0.1 -0.45
C -0.596 4.322 -0.493 0.0 0.0 -0.1 -0.18
C -2.076 4.629 -0.646 0.0 0.0 0.1 -1.01
H 0.489 1.372 0.493 0.0 0.0 0.0 0.17
H -1.047 0.696 1.073 0.0 0.0 0.1 0.27
H -0.990 1.612 -0.430 0.0 0.0 0.0 0.27
H -0.414 2.719 2.373 0.0 0.1 0.0 0.34
H -1.909 2.992 1.502 0.0 0.0 0.0 0.30
H -0.290 3.545 -1.202 0.0 0.0 0.0 0.23
H -0.013 5.210 -0.733 0.0 0.0 0.0 0.36
H -2.702 3.763 -0.424 0.0 0.0 -0.1 0.16
H -2.288 4.938 -1.670 0.0 0.0 0.0 0.40
H -2.371 5.434 0.029 0.0 0.0 0.0 0.28
C -3.860 -3.069 1.453 0.1 0.1 -0.1 -0.83
C -4.138 -1.791 2.227 -0.1 -0.1 0.0 -0.40
O -3.573 -0.627 1.648 0.1 0.1 0.1 -0.40
C -4.009 -0.306 0.340 0.0 0.0 -0.1 0.04
C -5.501 -0.052 0.217 0.0 0.0 0.1 -1.32
H -2.787 -3.230 1.341 0.0 0.0 0.0 0.07
H -4.284 -3.923 1.982 0.0 0.0 0.0 0.42
H -4.301 -3.046 0.455 -0.1 0.0 0.0 0.27
H -3.688 -1.863 3.218 0.0 0.1 0.0 0.34
H -5.215 -1.658 2.380 0.0 0.0 0.0 0.36
H -3.691 -1.081 -0.367 -0.1 0.0 0.0 0.26
H -3.464 0.600 0.073 0.0 0.0 0.0 0.14
H -6.090 -0.936 0.463 0.0 0.0 -0.1 0.32
H -5.746 0.237 -0.806 0.0 0.0 0.0 0.42
H -5.808 0.751 0.889 0.0 0.0 0.0 0.31
C 1.661 -5.468 0.962 0.0 0.1 0.1 -1.06
C 0.263 -5.096 0.498 0.1 -0.1 -0.1 -0.37
O -0.382 -4.137 1.314 -0.1 0.0 0.1 -0.41
C 0.260 -2.880 1.431 0.1 0.1 0.0 -0.47
C 0.441 -2.149 0.112 -0.1 -0.1 -0.1 -0.72
H 1.636 -5.843 1.986 0.0 0.0 0.0 0.29
H 2.075 -6.243 0.317 0.0 0.0 0.0 0.39
H 2.342 -4.616 0.936 0.0 0.0 -0.1 0.27
H -0.377 -5.977 0.533 0.0 0.0 0.0 0.34
H 0.282 -4.763 -0.546 0.0 0.0 0.0 0.33
H 1.221 -2.986 1.947 0.0 0.0 0.0 0.38
H -0.383 -2.291 2.086 0.0 0.0 0.0 0.31
H 1.084 -2.693 -0.581 0.1 0.0 0.0 0.37
H 0.890 -1.171 0.289 0.0 0.0 0.0 0.14
H -0.524 -2.003 -0.375 0.0 0.0 0.0 0.20
```
Positions in Å, forces in eV/Å.